28
Properties=species:S:1:pos:R:3:forces:R:3:mulliken_charge:R:1 method="wB97M-V/def2-TZVPD" energy_ev=-21970.4335 fmax_ev_per_a=5.85 homo_ev=-7.64
C 1.20925 -0.65580 -1.18860 -0.012 1.524 4.056 -1.714
C 1.89789 -0.07410 0.10715 0.469 0.847 -1.426 1.622
C 2.37480 1.28340 -0.44772 -0.431 -0.345 -0.737 -1.922
C 3.04938 -0.85685 0.69941 0.773 -1.626 -0.903 -1.927
P 0.86971 0.38981 1.66582 -0.547 -0.097 -1.563 -0.331
C -0.74857 -0.34673 1.27755 1.650 5.546 -0.881 0.312
C -1.62695 -1.41925 1.54859 -0.572 1.866 -2.781 -0.631
C -2.59557 -1.63141 0.65932 2.007 2.529 -0.040 -0.498
C -2.73739 -0.94344 -0.64954 -0.721 -1.626 -1.561 -0.178
C -2.71433 0.33622 -1.05096 -0.637 -1.420 1.391 -0.554
C -2.62136 1.60656 -0.37420 1.984 0.958 2.013 -0.509
C -1.59667 2.03620 0.38174 0.001 -3.102 -0.082 -0.540
C -0.67425 0.99532 0.86235 0.092 -3.808 1.698 0.062
H 1.04081 -1.65093 -1.03470 -1.174 -2.728 0.176 0.408
H 0.35186 -0.03157 -1.22290 -1.250 -0.032 -0.717 0.394
H 1.79542 -0.54269 -2.01774 1.702 0.512 -2.048 0.535
H 3.01216 1.74086 0.20817 1.158 1.741 2.447 0.548
H 1.61710 1.99664 -0.81196 -0.097 -0.496 0.473 0.352
H 3.08349 1.21193 -1.24842 0.182 -0.799 -1.088 0.482
H 3.87056 -1.25927 0.11355 -0.091 0.372 -1.639 0.435
H 3.65651 -0.32042 1.35722 0.406 1.393 1.657 0.478
H 2.85167 -1.80590 1.18163 -1.117 -0.069 0.598 0.441
H -1.39825 -1.90574 2.41247 -0.048 -1.858 2.218 0.528
H -3.23040 -2.36712 0.89082 -2.643 -2.865 0.317 0.547
H -2.98542 -1.77362 -1.45057 0.588 1.973 1.250 0.243
H -2.95877 0.57249 -2.02971 -0.298 -0.365 -2.251 0.503
H -3.29221 2.38810 -0.54457 -1.503 0.738 -0.990 0.409
H -1.50049 3.02734 0.70578 0.130 1.237 0.410 0.508

99
Properties=species:S:1:pos:R:3:forces:R:3:mulliken_spin:R:1 method="wB97M-V/def2-TZVPD" energy_ev=-153027.9392 fmax_ev_per_a=0.98 spin_multiplicity=4 charge=-1 homo_ev="-4.20 / -4.16"
Co -0.20162 1.79878 -0.65840 0.610 0.750 0.164 2.628
C -3.40152 0.38524 -1.37426 0.008 -0.070 -0.018 -0.025
C -2.88804 1.24561 -0.26024 0.068 -0.037 -0.036 0.028
N -2.37642 2.40381 -0.52271 -0.468 0.370 0.226 0.019
N -2.52874 3.35447 0.50156 0.135 -0.408 -0.257 0.011
C -1.51503 4.02219 0.91815 -0.106 0.013 0.019 0.001
S 0.14843 3.79804 0.62828 -0.326 -0.056 -0.180 0.098
S -2.02514 5.43750 1.90850 0.201 0.093 0.066 0.004
C -2.16336 4.66898 3.53593 -0.031 0.074 0.093 -0.002
C -0.89770 4.18521 4.20646 0.016 0.028 -0.043 0.000
C -0.97616 3.11998 5.09600 -0.011 -0.061 0.018 0.001
C 0.15099 2.65955 5.76286 0.024 0.018 -0.031 0.000
C 1.38224 3.25734 5.53501 -0.019 0.017 -0.037 0.000
C 1.46779 4.32771 4.65256 -0.007 -0.029 0.034 -0.002
C 0.33639 4.79136 3.99883 0.003 0.038 0.000 0.004
C -2.96049 0.73933 1.11713 -0.117 0.150 0.034 -0.006
C -4.12518 0.31532 1.74362 -0.018 0.047 -0.017 0.001
C -4.11215 -0.15878 3.04743 0.116 -0.001 -0.045 0.003
C -2.88518 -0.22284 3.70998 -0.043 0.005 0.046 0.000
C -1.70979 0.15614 3.09160 -0.021 0.059 0.087 0.003
C -1.69769 0.65208 1.76849 0.037 -0.096 0.055 0.027
O -0.57423 0.89241 1.16789 0.017 -0.049 -0.271 0.038
H -3.41555 0.93017 -2.31466 -0.004 0.000 0.002 0.005
H -2.84479 -0.54998 -1.49294 -0.014 0.019 0.083 0.003
H -4.42606 0.10654 -1.11027 -0.020 -0.005 -0.026 0.001
H -2.60249 5.47125 4.13650 -0.061 -0.071 0.064 0.000
H -2.89215 3.85931 3.48111 0.007 -0.021 0.002 0.000
H -1.93223 2.63470 5.25619 -0.007 -0.026 -0.020 0.000
H 0.06772 1.82597 6.45016 0.004 -0.012 -0.020 0.000
H 2.27079 2.88374 6.02915 -0.003 0.021 0.021 0.000
H 2.42446 4.79780 4.46016 0.005 -0.004 0.004 0.000
H 0.40929 5.61373 3.29787 0.001 -0.059 -0.026 -0.001
H -5.06634 0.39044 1.20798 0.006 0.005 -0.001 0.000
H -5.02777 -0.46203 3.53742 0.000 0.007 0.004 0.000
H -2.85017 -0.57709 4.73532 0.005 -0.021 -0.012 0.000
H -0.75798 0.08942 3.60582 -0.014 0.014 0.013 0.000
S 1.09251 5.15312 -2.38692 -0.024 0.046 -0.058 0.003
C 0.61248 3.76180 -3.17219 0.123 0.192 -0.141 0.007
N 0.05208 2.63166 -2.74126 -0.095 -0.578 0.114 0.043
C -0.30166 1.80222 -3.80301 -0.130 -0.038 0.073 -0.060
C -1.06392 0.64747 -3.69049 -0.020 -0.075 0.080 0.073
C -1.37283 -0.10655 -4.81352 0.018 0.060 -0.040 -0.004
C -0.93227 0.28476 -6.07555 0.037 0.060 0.098 0.001
C -0.20049 1.45842 -6.21460 -0.026 -0.029 -0.007 0.000
C 0.09395 2.21025 -5.08704 -0.003 0.034 0.073 0.004
S 0.88114 3.73986 -4.93246 0.063 0.126 -0.154 0.003
H -1.41420 0.34407 -2.71499 0.104 -0.006 -0.088 -0.002
H -1.96489 -1.00877 -4.70524 0.007 0.004 0.002 0.000
H -1.16443 -0.31824 -6.94364 -0.006 0.015 -0.008 0.000
H 0.12269 1.79480 -7.19199 0.006 -0.016 0.000 0.000
C 2.84477 2.71463 -0.92622 0.139 -0.127 0.146 0.011
C 4.34775 2.58249 -0.56481 -0.072 -0.041 -0.003 0.001
N 4.65982 1.23446 -0.07583 -0.060 0.077 -0.009 -0.001
C 3.88421 0.99272 1.14370 -0.024 0.032 -0.033 0.001
C 2.36865 1.18611 0.89108 0.116 0.011 -0.085 0.008
N 2.12620 1.47836 -0.54549 -0.195 -0.174 0.252 0.016
C 2.70506 0.37203 -1.32787 0.002 0.040 -0.154 -0.004
C 4.23342 0.27559 -1.09214 -0.010 0.045 -0.005 0.000
H 2.70095 2.86451 -1.99379 0.023 -0.021 0.007 0.004
H 2.38121 3.56025 -0.42611 0.057 -0.007 -0.029 -0.005
H 4.62482 3.29675 0.21240 0.009 0.004 0.014 0.000
H 4.97380 2.78031 -1.43665 0.014 0.030 -0.004 0.000
H 4.23779 1.68325 1.91189 0.011 -0.005 0.019 0.000
H 4.10253 -0.02232 1.48416 -0.003 -0.008 0.007 0.000
H 1.95815 2.00883 1.47314 -0.020 0.021 0.007 0.010
H 1.78902 0.30078 1.14792 0.002 -0.006 -0.002 -0.002
H 2.48404 0.56479 -2.38111 -0.042 -0.028 -0.009 0.001
H 2.20704 -0.54338 -1.02853 -0.022 -0.032 0.028 0.010
H 4.78521 0.48692 -2.01040 0.016 -0.002 -0.002 0.000
H 4.51068 -0.72782 -0.76162 -0.002 -0.008 -0.002 0.000
C 1.27556 -6.51639 1.94406 -0.023 0.021 -0.072 0.000
C 1.19132 -7.02209 0.50773 0.033 -0.124 0.181 0.000
S 0.79595 -5.76751 -0.67705 0.025 0.258 -0.276 0.000
O 1.56045 -4.58697 -0.36010 0.023 -0.078 -0.048 0.000
O 0.87135 -6.35120 -1.99319 0.048 0.022 0.118 0.000
C -0.91424 -5.41836 -0.34743 -0.111 0.112 0.052 0.000
C -1.53994 -4.53219 -1.42427 0.159 -0.028 -0.045 0.000
N -0.82505 -3.28542 -1.67425 -0.221 -0.053 0.007 0.001
C -0.68347 -2.25867 -0.79689 0.054 0.155 0.171 0.013
N 0.01653 -1.25668 -1.30448 -0.005 -0.385 -0.197 0.025
C 0.39675 -1.67163 -2.54990 0.070 0.248 0.142 0.001
C -0.11693 -2.89909 -2.79732 0.110 -0.446 -0.415 -0.003
N -0.04391 -3.61728 -4.03997 -0.063 0.239 0.245 0.000
O 0.81010 -3.25622 -4.82619 -0.208 -0.169 0.115 0.000
O -0.86484 -4.50484 -4.24654 0.203 0.117 -0.109 0.000
C -1.18271 -2.30427 0.59920 0.005 -0.016 -0.039 0.002
H 1.82251 -7.23103 2.55715 -0.030 -0.028 0.007 0.000
H 0.28676 -6.38590 2.38435 -0.004 0.011 -0.020 0.000
H 1.79835 -5.56198 1.98392 0.034 -0.017 -0.021 0.000
H 0.44085 -7.80229 0.37501 0.097 -0.088 -0.008 0.000
H 2.14818 -7.40057 0.14299 0.003 -0.010 0.029 0.000
H -0.94983 -4.96912 0.64285 -0.086 -0.021 0.022 0.000
H -1.43805 -6.37493 -0.34032 -0.026 0.011 0.030 0.000
H -2.56144 -4.29586 -1.12824 -0.031 0.018 0.025 0.000
H -1.57052 -5.07075 -2.36549 -0.039 0.005 0.047 0.000
H 0.97835 -1.07043 -3.22556 -0.012 0.020 0.018 0.001
H -2.22252 -2.63178 0.66569 -0.001 0.000 0.008 0.000
H -1.09237 -1.31158 1.02427 0.029 -0.074 -0.061 0.001
H -0.55660 -2.97249 1.19470 0.000 -0.005 0.013 0.000

19
Properties=species:S:1:pos:R:3:forces:R:3:mulliken_charge:R:1 method="wB97M-V/def2-TZVPD" energy_ev=-10380.9551 fmax_ev_per_a=4.23 charge=+1 homo_ev=-14.25
C -1.77540 2.01721 0.38163 0.828 0.561 -0.472 0.617
C 1.63346 1.31984 0.69296 1.662 2.243 0.159 -0.432
C 1.33701 0.96332 -0.83994 1.171 -0.515 0.899 -0.420
C 1.14836 0.05952 0.23174 -0.976 -0.930 1.154 0.484
C -2.31418 -0.33312 0.30726 3.092 -1.567 -2.420 -0.842
N -1.44411 0.85035 0.38798 -0.879 -0.825 0.376 -0.258
N 0.85248 -1.14246 0.55610 -1.019 -0.671 -2.210 -0.253
O -1.80989 3.17350 0.30226 -0.441 0.016 0.272 -0.374
H 0.88853 -3.89393 -1.82543 1.170 1.194 0.126 0.090
H 2.74325 1.55465 1.03958 -2.563 -0.928 -0.651 0.303
H 0.84681 2.05160 1.10643 1.377 -1.391 -0.590 0.185
H 0.50019 1.44740 -1.23923 -0.952 0.505 -0.810 0.285
H 2.10779 0.56127 -1.48969 0.274 0.697 -0.218 0.273
H -2.55184 -0.51169 -0.79498 -0.122 0.191 1.608 0.327
H -1.70761 -1.24698 0.64605 -0.856 1.330 -0.426 0.147
H -3.12661 -0.28213 0.93506 -2.032 0.275 1.126 0.407
H 1.45858 -3.33802 -1.77799 -1.178 -1.169 -0.109 -0.059
H 0.84483 -1.43890 1.49706 0.252 -0.263 1.299 0.266
H 0.36834 -1.81144 -0.11686 1.193 1.246 0.888 0.252